40
Properties=species:S:1:pos:R:3:forces:R:3 method="wB97M-V/def2-TZVPD" total_energy_ev=-28049.3649 relative_energy_kj_mol=620.7 total_charge=0 smiles="COc1ccc([C@@H](Oc2ccc([N+](=O)[O-])cc2)N(C)C)cc1"
C -1.402900 -3.342060 4.488007 0.3 0.6 0.0
O -0.525010 -2.232426 4.229770 0.0 0.0 -0.2
C -0.622708 -1.489988 3.098977 0.1 0.3 -1.0
C 0.388908 -0.506442 2.885978 -0.2 -0.9 0.4
C 0.383124 0.269076 1.743562 -1.1 0.1 0.2
C -0.681451 0.131471 0.836208 0.5 1.0 -0.4
C -0.853746 1.181046 -0.214499 0.5 -0.8 -1.4
O -0.282950 0.422182 -1.666343 -0.4 0.2 1.4
C 1.019134 0.327547 -1.925665 0.6 0.2 0.0
C 1.628350 -0.948612 -2.107328 -0.7 0.6 -0.3
C 2.898707 -1.039591 -2.635331 0.4 0.4 0.2
C 3.639599 0.141298 -2.835989 -0.7 0.0 0.2
N 5.065006 0.045871 -2.998019 2.3 -0.1 -0.9
O 5.724083 1.108163 -3.089180 -1.2 -1.9 0.2
O 5.590951 -1.091563 -3.029688 -1.0 2.1 0.1
C 3.055086 1.411113 -2.688509 0.2 -0.1 0.7
C 1.791815 1.501676 -2.142521 -0.5 -0.6 -0.2
N -2.134339 1.523993 -0.589784 0.1 0.2 0.1
C -2.269893 2.473644 -1.671477 0.2 0.0 -0.2
C -3.318671 1.366769 0.229595 -0.2 -0.5 0.0
C -1.579228 -0.916196 0.952357 -0.3 0.2 -0.1
C -1.606250 -1.686975 2.097557 0.6 -0.5 0.9
H -0.980897 -3.757563 5.396107 -0.2 -0.2 0.1
H -2.420374 -2.990207 4.678446 0.0 -0.1 -0.1
H -1.394366 -4.105044 3.701422 0.1 0.3 0.0
H 1.178610 -0.394811 3.628133 -0.2 -0.1 -0.1
H 1.120369 1.053411 1.580692 -0.1 -0.2 0.1
H -0.185398 2.068460 -0.107454 0.0 -0.8 -0.3
H 1.062212 -1.852377 -1.877363 0.0 0.3 -0.2
H 3.330094 -2.012019 -2.877875 0.1 0.4 0.3
H 3.572576 2.339798 -2.922096 0.3 -0.5 0.1
H 1.356970 2.473337 -1.909328 0.0 -0.2 -0.3
H -3.340413 2.583736 -1.849474 0.3 0.3 -0.2
H -1.812222 3.446235 -1.416680 -0.2 -0.1 -0.1
H -1.806879 2.084746 -2.585094 0.0 0.1 0.2
H -4.026924 2.129659 -0.109390 0.1 -0.1 0.5
H -3.794099 0.397689 0.038213 -0.1 0.1 0.2
H -3.115453 1.446443 1.306324 -0.1 0.1 -0.3
H -2.286037 -1.102434 0.138942 0.2 0.1 0.4
H -2.365386 -2.459069 2.218799 0.3 0.1 -0.1


57
Properties=species:S:1:pos:R:3:forces:R:3 method="wB97M-V/def2-TZVPD" total_energy_ev=-131345.0765 relative_energy_kj_mol=59.9 total_charge=-2
Cs -0.231473 -3.110615 -1.869490 2.7 1.6 -0.2
N -0.693913 -2.729450 1.504210 -0.1 0.0 -0.1
N -1.747879 -3.541639 1.925385 0.1 -0.2 0.1
C -2.525965 -4.159351 1.005833 0.0 0.0 -0.1
N -3.609636 -4.805543 1.457619 0.0 0.0 0.0
N -2.127389 -4.038447 -0.241787 -0.7 -0.3 0.3
N -2.797653 -4.644449 -1.246624 -0.3 -0.2 0.2
O -2.283426 -4.502433 -2.345809 -1.7 -1.0 -0.2
O -3.848739 -5.262712 -1.081377 0.0 0.0 0.0
H 0.081738 -2.801949 2.144797 0.1 0.0 -0.1
H -1.005281 -1.771548 1.381653 0.0 0.0 0.0
H -2.158428 -3.379525 2.831277 -0.1 0.1 0.0
H -3.709967 -4.987971 2.438559 0.0 0.0 0.0
H -4.122483 -5.332109 0.765609 0.0 0.0 0.0
S 3.260134 -1.691022 -0.244788 -0.1 0.2 0.1
C 3.617188 -0.047162 -0.493792 -0.1 0.0 0.0
N 4.757736 0.431677 -0.878697 0.1 0.0 0.1
N 4.768168 1.849242 -1.011088 -0.2 0.1 -0.1
C 5.024719 2.687291 0.040109 0.2 0.0 0.0
C 4.960735 2.268832 1.375463 0.0 0.0 0.0
C 5.178365 3.179485 2.396994 0.0 0.0 0.0
C 5.468557 4.513913 2.140367 0.0 0.0 0.0
C 5.544621 4.928611 0.813638 0.0 0.0 0.0
C 5.328844 4.036672 -0.219297 0.0 0.0 0.0
N 2.575491 0.890273 -0.111684 0.2 -0.3 -0.1
N 1.735725 1.105045 -0.986025 -0.3 0.2 0.3
C 0.754193 2.068422 -0.536653 0.2 -0.2 -0.2
C 1.148017 3.249457 0.076161 0.0 0.1 0.1
C 0.182289 4.169501 0.458071 0.0 0.0 0.0
C -1.164243 3.902818 0.239758 0.0 0.0 0.0
C -1.545581 2.712386 -0.365273 0.0 0.0 0.0
C -0.583358 1.797790 -0.772622 -0.1 0.0 0.0
H 5.197615 2.125715 -1.877004 0.0 0.0 -0.1
H 4.733526 1.235483 1.596582 0.0 0.0 0.0
H 5.108238 2.833354 3.422016 0.0 0.0 0.0
H 5.628767 5.213649 2.950399 0.0 0.0 0.0
H 5.771053 5.962970 0.579526 0.0 0.0 0.0
H 5.373129 4.376379 -1.249018 0.0 0.0 0.0
H 2.201446 3.427422 0.256962 0.0 0.0 0.0
H 0.485503 5.093671 0.935651 0.0 0.0 0.0
H -1.916836 4.620525 0.543494 0.0 0.0 0.0
H -2.591549 2.484589 -0.528157 0.0 0.0 0.0
H -0.882240 0.866680 -1.238764 0.0 0.0 0.0
Se -0.258398 -9.382489 -0.096351 0.0 0.2 -0.1
C -0.294346 -7.624687 -0.609347 0.0 -0.2 0.1
N -0.325055 -6.505307 -0.919822 0.0 0.1 0.0
F -2.865782 -0.608976 -3.659163 0.0 0.0 0.0
C -3.496267 -0.475665 -2.442439 0.0 0.1 -0.1
C -2.923565 -0.981307 -1.309474 0.2 0.0 0.0
C -3.654153 -0.762148 -0.181034 -0.1 0.1 0.1
F -3.194479 -1.199858 1.057182 0.0 0.0 0.0
C -4.867821 -0.098806 -0.123956 0.0 0.0 -0.1
F -5.549048 0.090341 1.029759 0.0 0.0 0.0
C -5.398173 0.389872 -1.304240 0.0 0.0 0.0
F -6.579227 1.042545 -1.302966 0.0 0.0 0.0
C -4.703590 0.202032 -2.487022 0.0 0.0 0.0
F -5.229880 0.688504 -3.633301 0.0 0.0 0.0


67
Properties=species:S:1:pos:R:3:forces:R:3 method="wB97M-V/def2-TZVPD" total_energy_ev=-44757.3041 relative_energy_kj_mol=0.0 total_charge=+2
In -0.373221 1.420687 -1.464769 0.2 0.3 0.6
C -2.125889 -0.482784 3.270912 0.0 0.0 0.0
C -1.753142 0.867756 2.672292 0.0 0.0 0.0
C -2.342357 2.009187 3.513153 0.0 0.0 0.0
C -2.172647 1.005342 1.222341 0.1 0.1 0.0
C -2.825491 -0.017793 0.524303 0.0 -0.1 0.1
C -3.229805 0.120700 -0.791530 -0.1 0.0 -0.1
C -3.031202 1.308712 -1.499946 -0.2 0.2 0.1
C -3.572295 1.513477 -2.890654 0.0 0.0 -0.1
C -2.400372 2.373999 -0.796704 0.0 -0.2 -0.3
C -1.950273 2.199915 0.533192 0.0 -0.1 0.0
H -1.788901 -0.519453 4.304979 0.0 0.0 0.0
H -1.656011 -1.316089 2.747001 0.0 0.0 0.0
H -3.209701 -0.621771 3.279480 0.0 0.0 0.0
H -0.659880 0.963331 2.691673 0.0 0.0 0.0
H -3.432909 1.993876 3.471051 0.0 0.0 0.0
H -2.002094 2.994969 3.197684 0.0 0.0 0.0
H -2.046350 1.881961 4.552918 0.0 0.0 0.0
H -3.024778 -0.949519 1.035422 0.0 0.0 0.0
H -3.731386 -0.704086 -1.282954 0.0 0.0 0.0
H -2.789151 1.581181 -3.650088 0.0 0.0 0.0
H -4.140999 2.441751 -2.941142 0.0 0.0 0.0
H -4.231861 0.694798 -3.169259 0.0 0.0 0.0
H -2.326831 3.353587 -1.260465 0.0 0.0 0.0
H -1.469017 3.035380 1.025568 0.0 0.0 0.0
O 1.674209 1.429111 -1.080469 0.2 0.3 0.0
N 2.289148 2.569568 -1.225778 -0.5 0.3 -0.1
N 1.531385 3.556352 -1.480315 0.3 -0.6 0.2
O 0.214038 3.432133 -1.550305 0.1 -0.1 -0.3
C 2.096822 4.867681 -1.702369 0.0 0.0 0.0
C 1.223699 5.930079 -1.874012 0.1 0.0 0.0
C 1.761868 7.189621 -2.082218 0.1 0.0 0.0
C 3.138914 7.363474 -2.114113 0.0 0.0 0.0
C 3.990329 6.277361 -1.938307 0.0 0.1 0.0
C 3.478273 5.010244 -1.731213 -0.1 0.0 0.0
H 0.155560 5.781192 -1.844303 0.0 0.0 0.0
H 1.101974 8.034776 -2.218087 0.0 0.0 0.0
H 3.552901 8.348884 -2.277913 0.0 0.0 0.0
H 5.061807 6.416714 -1.965692 0.0 0.0 0.0
H 4.132373 4.161526 -1.597821 0.0 0.0 0.0
C 2.161813 -6.185351 -0.156699 0.0 0.0 0.0
C 2.485217 -4.725943 0.126912 0.0 0.0 0.0
N 1.689088 -4.151675 1.211986 -0.1 0.0 0.0
C 1.958704 -4.634363 2.576994 -0.1 0.0 0.0
C 0.842965 -5.518832 3.110620 0.0 0.0 0.0
C 0.817865 -3.145350 1.087410 0.1 0.0 -0.1
O 0.289199 -2.554595 2.021785 0.0 0.0 0.1
C 0.402457 -2.655769 -0.285044 0.0 0.0 0.0
C -0.053630 -3.449874 -1.325414 0.0 0.0 0.0
C -0.590422 -2.851842 -2.461618 0.0 0.0 0.0
C -0.658198 -1.479878 -2.525680 0.0 -0.1 -0.1
N -0.209735 -0.709612 -1.515579 -0.2 -0.1 -0.1
C 0.299907 -1.281033 -0.418535 0.1 -0.1 0.1
H 2.765436 -6.544952 -0.989434 0.0 0.0 0.0
H 1.109342 -6.328398 -0.406363 0.0 0.0 0.0
H 2.382635 -6.812759 0.705756 0.0 0.0 0.0
H 2.361487 -4.113615 -0.764725 0.0 0.0 0.0
H 3.534254 -4.630495 0.415719 0.0 0.0 0.0
H 2.092366 -3.764183 3.219255 0.0 0.0 0.0
H 2.903873 -5.173707 2.536380 0.0 0.0 0.0
H -0.093230 -4.965260 3.165780 0.0 0.0 0.0
H 1.093613 -5.857006 4.115463 0.0 0.0 0.0
H 0.696597 -6.399261 2.485095 0.0 0.0 0.0
H -0.010155 -4.528338 -1.251105 0.0 0.0 0.0
H -0.954820 -3.445071 -3.287996 0.0 0.0 0.0
H -1.070781 -0.972266 -3.388179 0.0 0.0 0.0
H 0.637399 -0.638387 0.385642 0.0 0.0 0.0